Entry w
This record from the Open Molecules 2025 dataset describes one molecule with the formula C5H11NO2. The level of theory is ωB97M-V/def2-TZVPD.

For the HOMO energy, the calculation gives -0.316 Ha. As for the charge: 0. As for the gap between HOMO and LUMO: 9.40 eV. As for the spin multiplicity: 1. Its structure (SMILES) is CCN(C)CC(=O)O.

Bonds (Å) are listed after each position.
Atoms and positions in Å:
1 C -0.4841 2.3379 1.8034  C2 1.525, H9 1.091, H10 1.065, H11 1.083
2 C -0.7785 0.8421 1.7773  C1 1.525, N3 1.459, H12 1.100, H13 1.082
3 N 0.0826 0.1212 0.8453  C2 1.459, C4 1.461, C5 1.451
4 C 0.6221 -1.1075 1.4243  N3 1.461, H14 1.079, H15 1.104, H16 1.082
5 C -0.5416 -0.0658 -0.4511  N3 1.451, C6 1.501, H17 1.087, H18 1.092
6 C 0.2888 -0.6699 -1.5454  C5 1.501, O7 1.354, O8 1.198
7 O -0.2044 -0.2229 -2.7247  C6 1.354, H19 0.977
8 O 1.2071 -1.4393 -1.5159  C6 1.198
9 H 0.5670 2.5812 1.6417  C1 1.091
10 H -0.7312 2.7499 2.7538  C1 1.065
11 H -1.0425 2.9000 1.0653  C1 1.083
12 H -1.8489 0.6917 1.5744  C2 1.100
13 H -0.6652 0.4088 2.7625  C2 1.082
14 H 1.2635 -1.6130 0.7191  C4 1.079
15 H -0.1754 -1.8355 1.6547  C4 1.104
16 H 1.2025 -0.8835 2.3090  C4 1.082
17 H -0.9340 0.9038 -0.7475  C5 1.087
18 H -1.4230 -0.7010 -0.3380  C5 1.092
19 H 0.3599 -0.5762 -3.4399  O7 0.977


Entry x
This record from the Open Molecules 2025 dataset describes a 2-piece molecular cluster, C5H11NO2 overall. The level of theory is ωB97M-V/def2-TZVPD.

For the HOMO energy, the calculation gives -0.280 Ha. As for the charge: 0. As for the gap between HOMO and LUMO: 8.19 eV. As for the spin multiplicity: 1. Its structure (SMILES) is C=C(N)CCC=O.O.

Bonds (Å) are listed after each position.
Atoms and positions in Å:
1 O 1.1883 -1.8181 -1.1668  C2 1.201
2 C 1.6511 -0.7337 -1.3974  O1 1.201, C3 1.518, H8 1.115
3 C 1.4019 0.5399 -0.6090  C2 1.518, C4 1.518, H9 1.108, H10 1.089
4 C -0.0188 0.8897 -0.2055  C3 1.518, C5 1.524, H11 1.102, H12 1.088
5 C -0.3215 0.5645 1.2518  C4 1.524, C6 1.332, N7 1.371
6 C 0.2229 1.2603 2.2483  C5 1.332, H13 1.083, H14 1.104
7 N -1.0198 -0.6083 1.3777  C5 1.371, H15 1.007, H16 1.010
8 H 2.2376 -0.4874 -2.3135  C2 1.115
9 H 2.0686 0.4151 0.2675  C3 1.108
10 H 1.8788 1.3378 -1.1771  C3 1.089
11 H -0.3346 1.9163 -0.4514  C4 1.102
12 H -0.7348 0.3877 -0.8536  C4 1.088
13 H 0.3273 1.3243 3.3248  C6 1.083
14 H 1.0866 1.8667 1.9243  C6 1.104
15 H -1.3228 -0.9455 2.2770  N7 1.007
16 H -1.4189 -1.1646 0.6354  N7 1.010
17 H -2.3641 -2.3233 -1.9031  O19 0.961
18 H -2.2037 -0.8492 -1.9241  O19 0.959
19 O -2.3242 -1.5722 -1.3056  H17 0.961, H18 0.959


Of the structures shown above, entry w is the most stable.